# 1
DFT (the ωB97M-V functional and the def2-TZVPD basis) results for a 6-piece molecular cluster, C20H22F10O16 overall in a non-equilibrium geometry.

```
68
Properties=species:S:1:pos:R:3:forces:R:3
O -0.97300 -4.20943 5.29716 1.0 0.0 -0.5
C -0.97371 -3.07165 4.96808 -1.6 1.3 0.8
O -1.92080 -2.53195 4.14511 -0.2 -0.2 0.6
C -2.02218 -1.10867 4.37219 -0.8 -0.5 -0.9
C -0.93073 -0.82761 5.34725 1.0 0.4 1.3
F -1.42132 -0.56771 6.59831 -0.4 0.4 0.3
O -0.22656 -2.03826 5.50228 0.0 -0.7 -0.9
H -1.70056 -0.69078 3.44745 -0.3 0.8 -0.8
H -3.08541 -0.79032 4.63908 1.6 -0.5 -0.1
H -0.24353 0.01042 5.09365 -0.4 -0.8 0.0
O -0.08148 -2.82615 0.29927 0.6 -0.1 0.0
C -0.80075 -3.73864 0.53575 -1.4 -0.1 -0.4
O -0.97324 -4.35289 1.70104 1.2 0.7 0.3
C -1.99020 -5.31831 1.65045 -1.1 0.8 -1.2
C -2.76032 -4.94584 0.34334 2.3 -1.5 -1.5
F -3.78107 -4.12178 0.57583 -0.4 0.4 0.1
O -1.68853 -4.26193 -0.37638 -0.7 0.2 0.6
H -1.54371 -6.27726 1.60630 0.2 -1.1 0.0
H -2.58623 -5.15034 2.51545 -0.6 -0.2 0.7
H -3.04571 -5.75447 -0.41507 0.0 0.9 1.6
O -0.09394 1.25851 2.50253 -0.3 0.6 -0.1
C 0.74805 0.64134 1.94011 0.6 -0.6 -0.3
O 1.36339 0.96204 0.77221 -0.3 -0.2 0.7
C 2.29041 -0.07969 0.44315 1.6 0.9 -1.1
C 2.16776 -1.12384 1.50989 0.6 2.1 1.9
F 3.31674 -1.28510 2.24096 0.3 0.4 -0.1
O 1.21051 -0.53388 2.42022 0.3 -1.0 -0.9
H 2.09378 -0.44773 -0.55279 -0.4 -0.2 -0.2
H 3.33255 0.33692 0.36048 -1.0 -0.3 0.5
H 1.95979 -2.08200 1.18465 -1.3 -1.7 -0.5
O 2.55491 -0.79520 -3.02442 -0.7 0.1 -0.6
C 1.50424 -1.24127 -3.40028 1.5 1.2 1.6
O 1.22255 -2.51485 -3.35750 -1.0 -1.7 -1.1
C -0.11093 -2.75652 -3.88227 0.8 -0.2 -0.8
C -0.64744 -1.33724 -4.07464 -0.2 0.1 1.9
F -1.57295 -1.17345 -3.05259 -0.3 0.4 -0.8
O 0.43248 -0.48970 -3.74268 0.0 -0.3 -0.9
H -0.13798 -3.30685 -4.82855 0.8 0.1 0.0
H -0.58862 -3.41659 -3.16940 -0.6 0.6 0.3
H -1.03182 -0.99814 -5.04441 -0.3 -0.4 0.4
C 2.01943 4.00237 -2.36522 -0.3 0.0 -0.2
C 1.85182 2.49108 -2.29695 0.4 0.7 -1.6
O 3.18351 1.91950 -2.12652 0.4 -0.1 -0.6
C 4.08913 1.91656 -3.13126 -2.6 0.7 -2.3
O 3.92980 2.27466 -4.31337 0.6 -1.1 3.9
C 5.39466 1.38522 -2.54670 0.5 0.6 0.2
F 5.97754 2.45232 -1.91335 -0.2 -1.0 -0.1
F 5.22231 0.37776 -1.65533 0.4 0.9 -0.9
F 6.19806 1.01710 -3.53573 0.1 -0.4 0.5
H 1.14766 4.49556 -2.80425 -0.3 -0.1 0.6
H 2.77101 4.24428 -3.09092 0.7 0.1 -0.2
H 2.30391 4.40411 -1.38294 -0.3 0.0 -0.4
H 1.36106 2.08163 -3.22357 0.6 0.2 0.9
H 1.28888 2.25279 -1.41356 0.0 -0.6 0.3
C -1.58350 1.56710 -0.81964 -0.8 -0.5 2.0
C -1.29579 2.87948 -0.16724 1.1 0.9 -0.7
O -2.30387 3.46096 0.64195 -0.8 -1.1 0.7
C -3.03337 4.46053 0.24004 -0.3 2.5 -0.9
O -2.96251 5.13598 -0.77325 -0.1 -1.5 1.2
C -3.92096 4.90437 1.45932 -0.4 -0.9 -1.4
F -4.87065 5.78007 1.18755 -0.1 0.4 -0.6
F -4.55988 3.81320 1.93234 0.5 0.2 0.7
F -3.10324 5.47255 2.32058 0.3 -0.2 1.1
H -1.68443 0.79209 -0.00472 -0.4 0.5 -1.1
H -0.70447 1.32223 -1.36745 0.6 -0.3 -0.7
H -2.43265 1.68311 -1.47632 -0.3 -0.5 -0.1
H -1.10827 3.60000 -0.95071 0.4 0.3 -0.2
H -0.43962 2.77020 0.48602 0.1 0.2 0.1
```
Forces are in eV/Å.

Calculated values
- highest occupied orbital energy (eV) = -11.06
- multiplicity = 1
- DFT total energy (eV) = -81032.05252
- frontier orbital gap (eV) = 11.179
- net charge = 0
- SMILES = O=C1OC[C@@H](F)O1.O=C1OC[C@@H](F)O1.O=C1OC[C@@H](F)O1.O=C1OC[C@@H](F)O1.CCOC(=O)C(F)(F)F.CCOC(=O)C(F)(F)F

Per-atom natural (NBO) charges, elementary charge units: atom 1 (O): -0.56, atom 2 (C): 0.98, atom 3 (O): -0.51, atom 4 (C): -0.14, atom 5 (C): 0.43, atom 6 (F): -0.35, atom 7 (O): -0.49, atom 8 (H): 0.21, atom 9 (H): 0.23, atom 10 (H): 0.19, atom 11 (O): -0.60, atom 12 (C): 0.99, atom 13 (O): -0.47, atom 14 (C): -0.12, atom 15 (C): 0.44, atom 16 (F): -0.32, atom 17 (O): -0.53, atom 18 (H): 0.20, atom 19 (H): 0.23, atom 20 (H): 0.18, atom 21 (O): -0.59, atom 22 (C): 0.98, atom 23 (O): -0.50, atom 24 (C): -0.14, atom 25 (C): 0.44, atom 26 (F): -0.34, atom 27 (O): -0.49, atom 28 (H): 0.23, atom 29 (H): 0.23, atom 30 (H): 0.19, atom 31 (O): -0.59, atom 32 (C): 0.97, atom 33 (O): -0.46, atom 34 (C): -0.13, atom 35 (C): 0.43, atom 36 (F): -0.34, atom 37 (O): -0.49, atom 38 (H): 0.20, atom 39 (H): 0.24, atom 40 (H): 0.19, atom 41 (C): -0.65, atom 42 (C): -0.08, atom 43 (O): -0.50, atom 44 (C): 0.71, atom 45 (O): -0.55, atom 46 (C): 0.90, atom 47 (F): -0.32, atom 48 (F): -0.30, atom 49 (F): -0.29, atom 50 (H): 0.22, atom 51 (H): 0.23, atom 52 (H): 0.22, atom 53 (H): 0.21, atom 54 (H): 0.20, atom 55 (C): -0.63, atom 56 (C): -0.09, atom 57 (O): -0.47, atom 58 (C): 0.70, atom 59 (O): -0.56, atom 60 (C): 0.90, atom 61 (F): -0.30, atom 62 (F): -0.32, atom 63 (F): -0.30, atom 64 (H): 0.22, atom 65 (H): 0.22, atom 66 (H): 0.22, atom 67 (H): 0.19, atom 68 (H): 0.21


# 2
DFT (the ωB97M-V functional and the def2-TZVPD basis) results for C2H5NP2 as an isolated structure in a non-equilibrium geometry.

```
10
Properties=species:S:1:pos:R:3:forces:R:3
C -0.40696 -1.26267 0.19305 1.0 0.9 0.8
C 0.64707 1.48161 0.14524 -0.7 -0.6 -4.2
N 1.00173 -1.26286 0.09818 -0.3 -0.8 0.4
P 1.81129 0.05578 -0.02766 -0.6 1.6 -1.4
P -1.44301 0.20816 -0.10856 0.9 0.9 1.5
H -0.90288 -1.92436 -0.42634 -0.8 -1.9 -2.0
H -0.67965 -1.66730 1.12012 -0.3 -0.4 1.9
H 0.58188 1.78731 1.10059 -0.6 1.5 3.1
H 0.46133 2.27562 -0.70558 1.1 -1.4 1.9
H -1.07079 0.30871 -1.38904 0.3 0.2 -2.0
```
Forces are in eV/Å.

Calculated values
- highest occupied orbital energy (alpha / beta) (eV) = -6.02 / -9.13
- multiplicity = 3
- DFT total energy (eV) = -22216.38441
- frontier orbital gap (alpha / beta) (eV) = 5.465 / 5.856
- net charge = 0

Per-atom natural (NBO) charges, elementary charge units: atom 1 (C): -0.55, atom 2 (C): -0.79, atom 3 (N): -0.90, atom 4 (P): 0.94, atom 5 (P): 0.50, atom 6 (H): 0.23, atom 7 (H): 0.21, atom 8 (H): 0.18, atom 9 (H): 0.24, atom 10 (H): -0.07


# 3
DFT (the ωB97M-V functional and the def2-TZVPD basis) results for a 2-piece molecular cluster, C2H6BrN3 overall in a non-equilibrium geometry.

```
12
Properties=species:S:1:pos:R:3:forces:R:3
C 0.09892 -0.75830 0.13619 -1.6 -2.4 2.4
C -0.35240 0.65233 0.38771 -0.7 0.5 -1.2
N -1.83513 0.52818 0.14131 -0.7 0.9 0.0
N -2.07075 -0.61745 -0.53146 0.6 -0.4 0.7
N -1.09013 -1.37366 -0.51267 0.1 -0.7 -1.5
H 0.97265 -0.81436 -0.46095 0.5 -0.3 -0.8
H 0.27727 -1.50808 1.05151 -0.2 2.1 -1.5
H -0.16625 0.89628 1.41350 0.2 1.0 0.2
H 0.12660 1.24576 -0.44613 -0.5 0.2 1.4
H -2.61682 1.23195 0.00709 2.1 -0.9 0.3
Br 3.73071 0.85902 -0.50406 -0.5 -0.7 -0.1
H 2.92530 -0.34168 -0.68204 0.6 0.7 0.1
```
Forces are in eV/Å.

Calculated values
- highest occupied orbital energy (eV) = -9.15
- multiplicity = 1
- DFT total energy (eV) = -76681.76229
- frontier orbital gap (eV) = 9.665
- net charge = 0
- SMILES = C1CNN=N1.Br

Per-atom natural (NBO) charges, elementary charge units: atom 1 (C): -0.29, atom 2 (C): -0.28, atom 3 (N): -0.48, atom 4 (N): 0.04, atom 5 (N): -0.22, atom 6 (H): 0.19, atom 7 (H): 0.21, atom 8 (H): 0.23, atom 9 (H): 0.20, atom 10 (H): 0.41, atom 11 (Br): -0.20, atom 12 (H): 0.20


# 4
DFT (the ωB97M-V functional and the def2-TZVPD basis) results for an isolated ion of composition C2H3ClNO4S and charge -1 in a non-equilibrium geometry.

```
12
Properties=species:S:1:pos:R:3:forces:R:3
C -1.11453 0.58890 0.09917 0.6 2.5 0.9
C -0.41140 -0.67571 0.35533 -2.1 -3.1 -0.9
N -0.97428 -1.84371 0.18116 1.6 0.6 0.6
Cl -2.59157 -1.79071 -0.35304 -0.5 0.0 -0.1
O 0.84510 -0.71563 0.84364 -0.4 0.9 -1.5
S 1.87636 0.26078 -0.23947 0.6 0.4 -0.1
O 1.71332 1.60165 0.34500 0.1 -1.2 -0.9
O 1.31988 0.04744 -1.58945 0.4 0.4 2.0
O 3.15946 -0.34847 0.00539 -0.4 0.1 0.0
H -1.86135 0.80680 -0.69374 1.1 -1.1 -0.1
H -0.21943 1.26872 0.04945 -1.8 0.4 0.1
H -1.74158 0.79992 0.99656 0.7 0.1 -0.1
```
Forces are in eV/Å.

Calculated values
- highest occupied orbital energy (eV) = -6.05
- multiplicity = 1
- DFT total energy (eV) = -35161.21996
- frontier orbital gap (eV) = 9.403
- net charge = -1
- SMILES = C/C(=N\Cl)OS(=O)(=O)[O-]

Per-atom natural (NBO) charges, elementary charge units: atom 1 (C): -0.77, atom 2 (C): 0.57, atom 3 (N): -0.49, atom 4 (Cl): 0.03, atom 5 (O): -0.68, atom 6 (S): 2.49, atom 7 (O): -0.98, atom 8 (O): -0.97, atom 9 (O): -0.96, atom 10 (H): 0.25, atom 11 (H): 0.28, atom 12 (H): 0.23


# 5
DFT (the ωB97M-V functional and the def2-TZVPD basis) results for C32H27IrN2O3PS as an isolated structure in a non-equilibrium geometry.

```
67
Properties=species:S:1:pos:R:3:forces:R:3
Ir 0.00386 -0.10456 -0.24600 -2.7 -0.4 2.9
C 0.62432 0.06440 4.14039 -0.2 -0.2 -0.2
C 1.06418 -0.13448 2.71280 0.7 0.1 0.2
O 0.15130 -0.35438 1.89238 -0.6 0.4 -1.2
C 2.46553 -0.09797 2.39036 -0.2 0.0 -0.5
C 3.43004 0.08873 3.40260 0.2 0.0 0.1
C 4.77303 0.03974 3.14372 -0.1 0.0 0.2
C 5.20874 -0.21853 1.83435 -0.1 -0.1 -0.1
C 4.30760 -0.40084 0.82210 -0.1 0.0 -0.1
C 2.90343 -0.32006 1.04562 0.0 0.2 0.6
O 2.12728 -0.45510 0.03006 -0.8 0.2 -1.6
H -0.46257 0.08169 4.16556 0.0 0.0 0.0
H 1.02242 0.99529 4.54117 0.0 0.0 0.0
H 0.98114 -0.75733 4.76168 0.0 0.0 0.0
H 3.10743 0.26618 4.41935 0.0 0.0 0.0
H 5.48669 0.18451 3.94252 0.0 0.0 0.0
H 6.26959 -0.28082 1.62671 0.0 0.0 0.0
H 4.62692 -0.59369 -0.19399 0.0 0.0 0.0
O -0.45483 -1.16937 -2.76961 -0.3 -0.3 -0.2
N -0.50280 0.12943 -2.28319 2.4 -0.8 0.2
C -0.13340 1.03864 -3.10704 -0.5 -0.1 0.1
C -0.16674 2.46984 -2.88520 0.3 0.8 0.3
C -0.17161 3.27207 -4.03557 0.0 -0.4 -0.1
C -0.19195 4.64883 -3.95825 0.0 0.2 0.1
C -0.17913 5.27157 -2.71699 0.0 -0.1 0.0
C -0.14789 4.49814 -1.56955 -0.1 -0.1 0.1
C -0.15122 3.10947 -1.63417 0.0 -0.2 0.0
P -0.03011 2.23939 -0.04051 0.4 -1.3 0.0
C -1.51045 2.78086 0.85231 0.0 -0.2 0.0
C -2.69710 2.50072 0.16465 0.1 0.1 0.0
C -3.92374 2.70893 0.76388 -0.1 0.0 0.0
C -3.98589 3.20650 2.05946 0.1 0.0 0.0
C -2.81576 3.48712 2.74511 -0.1 0.0 0.1
C -1.58055 3.26628 2.15329 0.2 0.0 -0.1
C 1.58492 2.79845 0.58296 0.0 -0.1 0.0
C 2.62796 2.57884 -0.32361 -0.1 0.1 0.0
C 3.94099 2.79950 0.04102 0.0 0.1 0.0
C 4.23789 3.24996 1.32145 -0.1 0.0 0.0
C 3.21422 3.46140 2.22800 0.1 0.0 0.1
C 1.89480 3.22308 1.87040 -0.2 0.1 0.0
H 0.11991 -1.21730 -3.54922 -0.1 0.2 -0.1
H 0.20693 0.72906 -4.09502 -0.5 0.0 -0.1
H -0.17320 2.79247 -5.00713 0.0 0.0 0.0
H -0.19307 5.24212 -4.86193 0.0 0.0 0.0
H -0.17402 6.35001 -2.64210 0.0 0.0 0.0
H -0.11293 4.96909 -0.59395 0.0 0.1 0.0
H -2.64806 2.10382 -0.84338 -0.1 0.0 0.0
H -4.83227 2.46573 0.22998 0.0 0.0 0.0
H -4.94388 3.37231 2.53276 0.0 0.0 0.0
H -2.85929 3.86770 3.75670 0.0 0.0 0.0
H -0.68712 3.48297 2.71811 -0.1 0.0 0.0
H 2.40245 2.21102 -1.31805 0.1 0.0 0.0
H 4.73806 2.61006 -0.66504 0.0 0.0 0.0
H 5.26403 3.43505 1.60806 0.0 0.0 0.0
H 3.43990 3.81065 3.22671 0.0 0.0 0.0
H 1.12238 3.38645 2.60679 0.1 0.0 0.0
S -2.50614 -0.81294 0.05119 1.6 1.2 -0.5
C -1.73142 -2.35792 -0.04787 -0.4 -0.2 0.1
C -2.37459 -3.59157 0.03420 0.2 -0.2 0.0
C -1.59066 -4.73077 0.03857 -0.1 0.2 0.0
C -0.20375 -4.62047 -0.04786 0.1 0.1 0.0
C 0.35104 -3.36180 -0.16627 0.2 -0.3 -0.1
N -0.40829 -2.27027 -0.17220 0.5 0.9 -0.1
H -3.45114 -3.63427 0.11042 0.0 0.0 0.0
H -2.04926 -5.70748 0.11738 0.0 0.0 0.0
H 0.43195 -5.49273 -0.02446 0.0 0.0 0.0
H 1.41830 -3.20491 -0.26202 0.0 0.0 0.0
```
Forces are in eV/Å.

Calculated values
- highest occupied orbital energy (eV) = -10.35
- multiplicity = 1
- DFT total energy (eV) = -65702.35778
- frontier orbital gap (eV) = 6.590
- net charge = +1

Per-atom natural (NBO) charges, elementary charge units: atom 1 (Ir): 0.90, atom 2 (C): -0.71, atom 3 (C): 0.63, atom 4 (O): -0.60, atom 5 (C): -0.35, atom 6 (C): -0.07, atom 7 (C): -0.30, atom 8 (C): -0.14, atom 9 (C): -0.29, atom 10 (C): 0.45, atom 11 (O): -0.75, atom 12 (H): 0.25, atom 13 (H): 0.24, atom 14 (H): 0.25, atom 15 (H): 0.21, atom 16 (H): 0.22, atom 17 (H): 0.22, atom 18 (H): 0.22, atom 19 (O): -0.52, atom 20 (N): -0.10, atom 21 (C): 0.12, atom 22 (C): -0.04, atom 23 (C): -0.17, atom 24 (C): -0.19, atom 25 (C): -0.16, atom 26 (C): -0.17, atom 27 (C): -0.35, atom 28 (P): 1.14, atom 29 (C): -0.41, atom 30 (C): -0.18, atom 31 (C): -0.19, atom 32 (C): -0.18, atom 33 (C): -0.22, atom 34 (C): -0.13, atom 35 (C): -0.30, atom 36 (C): -0.21, atom 37 (C): -0.19, atom 38 (C): -0.18, atom 39 (C): -0.19, atom 40 (C): -0.22, atom 41 (H): 0.47, atom 42 (H): 0.20, atom 43 (H): 0.22, atom 44 (H): 0.24, atom 45 (H): 0.24, atom 46 (H): 0.23, atom 47 (H): 0.22, atom 48 (H): 0.23, atom 49 (H): 0.23, atom 50 (H): 0.23, atom 51 (H): 0.20, atom 52 (H): 0.22, atom 53 (H): 0.23, atom 54 (H): 0.23, atom 55 (H): 0.23, atom 56 (H): 0.21, atom 57 (S): -0.06, atom 58 (C): 0.07, atom 59 (C): -0.26, atom 60 (C): -0.13, atom 61 (C): -0.28, atom 62 (C): 0.07, atom 63 (N): -0.52, atom 64 (H): 0.24, atom 65 (H): 0.23, atom 66 (H): 0.24, atom 67 (H): 0.22